80
Properties=species:S:1:pos:R:3 method="wB97M-V/def2-TZVPD" total_charge=+4 e_above_lowest_ev=0.0000 multiplicity=6 gap_ev="5.669 / 4.717"
H 3.668 -2.650 -1.631
H -3.275 0.179 -1.417
Ir -0.189 0.002 0.567
H 4.014 1.371 -1.908
C 0.994 3.137 -1.019
H -1.284 -4.279 -2.005
H 3.684 0.453 -3.374
H -1.262 0.509 5.868
C -4.162 3.640 0.946
H -4.774 0.456 2.215
C -0.860 -0.498 5.982
H -4.242 -3.512 0.167
C 0.108 2.274 -0.381
N -0.411 -0.915 4.659
H 4.719 -2.050 -0.326
H 0.666 -2.833 2.217
H -4.404 -2.033 -0.767
C 2.910 4.621 -0.955
H 2.797 -2.084 1.289
C -0.360 -2.299 -2.160
H -2.198 -0.951 -4.080
H 0.195 -2.981 4.927
C -0.461 -0.114 3.575
H -1.832 -3.347 -3.414
H -3.640 -3.468 -1.483
H -0.015 -1.633 -2.964
C -2.880 1.185 1.474
H -1.648 -1.160 6.364
H 3.650 5.191 -0.395
H 2.978 1.692 0.352
C -2.444 -0.174 -2.046
C 0.277 -2.097 2.897
H -2.327 0.236 1.650
C 3.092 0.715 0.843
H 3.961 -3.625 -0.195
H 2.680 0.825 1.856
C 3.794 -2.598 -0.543
H 0.364 2.659 -3.062
H 1.733 -2.772 0.062
N -0.099 -0.809 2.483
H -4.665 4.581 0.783
C -2.810 3.469 0.609
H 5.078 0.271 -0.028
C 2.101 3.947 -3.014
C 1.063 3.210 -2.438
H -1.767 -3.294 0.238
Br -6.692 2.589 1.910
C 0.061 -2.157 4.253
H 4.497 -0.346 -2.037
H -0.755 0.925 3.664
N 2.986 4.617 -2.283
H 1.894 3.925 0.820
H 4.750 -0.593 1.489
P -1.389 -1.283 -1.030
H 0.540 -2.565 -1.582
C 3.711 0.382 -2.279
C -0.974 -3.556 -2.765
H 5.060 1.141 1.494
H -3.602 0.077 -3.844
P 1.954 -0.375 -0.071
C -2.396 -2.423 -0.003
C 1.918 3.918 -0.268
H 2.055 -0.989 -2.334
H -0.036 -0.480 6.706
H -1.813 0.710 -2.229
C -4.228 1.299 1.775
H -2.196 4.253 0.127
C 2.573 -2.079 0.214
C 2.313 -0.044 -1.840
H 2.196 3.977 -4.099
C -0.900 1.946 0.319
C -4.831 2.518 1.487
C -2.991 -0.700 -3.370
H -3.641 -1.573 -3.249
C -2.210 2.237 0.850
H 1.587 0.709 -2.178
C -3.735 -2.876 -0.567
H -0.229 -4.061 -3.391
C 4.567 0.336 0.939
H -2.559 -1.904 0.953